Entry from the Open Molecules 2025 dataset: 12 unconnected molecules or ions with the total composition C51H72N9O21 at a distorted geometry (ωB97M-V/def2-TZVPD).

Electronic energy = -110443.43554 eV
LUMO energy = -6.72 eV
Molecular weight = 1147.2 g/mol
Kohn-Sham gap = 7.05 eV

```
! RIJCOSX wB97M-V def2-TZVPD def2/J DEFGRID3
* xyz 3 1
C 5.077 -8.681 5.434
C 4.292 -8.411 4.174
O 3.042 -8.465 4.356
N 4.726 -8.030 2.942
H 10.549 6.981 -0.334
H 3.909 -7.704 2.436
C 6.037 -8.058 2.387
H 5.356 -7.699 5.784
H 5.945 -9.300 5.241
H 4.385 -9.152 6.146
H 6.184 -7.226 1.729
H 6.328 -9.020 1.844
H 6.783 -7.982 3.158
C -0.665 2.535 -1.544
C -1.265 1.468 -0.681
O -2.512 1.388 -0.564
N -0.522 0.481 -0.165
H 4.620 6.189 -0.761
H -1.102 -0.186 0.406
C 0.808 0.487 0.179
H -1.460 2.965 -2.129
H 0.076 2.040 -2.161
H -0.070 3.194 -0.898
H 1.274 -0.422 -0.134
H 0.883 0.497 1.208
H 1.349 1.323 -0.358
C 3.124 -2.402 -7.552
C 2.396 -1.140 -7.653
O 1.448 -0.873 -6.881
N 2.698 -0.301 -8.719
H 4.978 -5.364 -2.547
H 2.232 0.587 -8.714
C 4.143 -0.282 -9.042
H 4.124 -2.145 -7.104
H 3.468 -2.788 -8.467
H 2.482 -3.222 -7.128
H 4.779 0.171 -8.219
H 4.235 0.282 -9.948
H 4.509 -1.235 -9.373
C -4.319 -1.977 2.237
N -3.450 -2.920 2.921
C -3.366 -2.942 4.304
C -2.536 -3.851 4.894
C -1.652 -4.696 4.162
C -1.928 -4.743 2.808
C -2.735 -3.787 2.208
C -0.598 -5.472 4.884
C 0.152 -4.785 5.864
C 1.134 -5.497 6.538
N 1.340 -6.788 6.224
C 0.666 -7.407 5.224
C -0.308 -6.745 4.589
C 2.157 -7.711 7.020
H -4.382 -1.012 2.761
H -5.342 -2.368 2.127
H -3.886 -1.719 1.261
H -3.909 -2.193 4.825
H -2.508 -3.799 5.951
H -1.467 -5.407 2.131
H -2.805 -3.781 1.145
H -0.119 -3.700 6.101
H 1.816 -5.032 7.321
H 0.907 -8.411 4.950
H -0.966 -7.274 3.863
H 2.865 -7.146 7.651
H 2.630 -8.355 6.271
H 1.529 -8.189 7.834
C 0.782 -2.697 -4.035
N -0.409 -1.770 -3.967
C -0.935 -1.240 -5.109
C -2.063 -0.406 -5.098
C -2.759 -0.175 -3.910
C -2.154 -0.726 -2.800
C -0.960 -1.408 -2.767
C -4.014 0.659 -4.071
C -4.467 1.478 -3.045
C -5.397 2.501 -3.241
N -5.905 2.710 -4.436
C -5.605 1.903 -5.452
C -4.658 0.930 -5.303
C -6.792 3.882 -4.698
H 0.348 -3.671 -3.819
H 1.509 -2.496 -3.232
H 1.153 -2.555 -5.013
H -0.365 -1.286 -6.001
H -2.307 -0.006 -6.080
H -2.696 -0.590 -1.869
H -0.460 -1.809 -1.866
H -4.034 1.502 -2.081
H -5.525 3.315 -2.504
H -6.139 2.064 -6.401
H -4.443 0.390 -6.167
H -7.837 3.521 -4.638
H -6.550 4.198 -5.743
H -6.563 4.704 -3.978
C 0.715 10.284 2.128
N -0.035 8.983 1.969
C -0.965 8.814 0.982
C -1.646 7.674 0.987
C -1.393 6.638 1.945
C -0.388 6.816 2.811
C 0.303 7.996 2.847
C -2.253 5.476 2.020
C -3.668 5.533 2.025
C -4.352 4.334 2.005
N -3.676 3.149 2.040
C -2.300 3.049 2.045
C -1.597 4.256 2.003
C -4.488 1.897 1.834
H 1.473 9.987 2.848
H 0.026 11.057 2.444
H 1.173 10.642 1.155
H -1.069 9.581 0.218
H -2.357 7.452 0.188
H -0.144 5.996 3.476
H 1.033 8.282 3.543
H -4.157 6.424 1.812
H -5.431 4.376 1.942
H -1.986 1.995 1.919
H -0.561 4.158 1.838
H -4.855 1.882 0.776
H -5.439 1.935 2.453
H -3.861 1.109 2.171
O -5.005 5.691 -2.438
C -4.781 5.205 -1.121
O -4.406 6.136 -0.372
O -4.996 4.016 -0.836
H -4.767 6.600 -2.330
O 3.242 -4.095 -1.499
C 3.276 -5.407 -1.524
O 2.379 -6.085 -1.077
O 4.330 -6.000 -2.106
H 2.425 -3.566 -1.136
O -0.809 -1.509 3.201
C -1.804 -0.500 3.147
O -1.792 0.140 2.052
O -2.631 -0.373 4.051
H -0.370 -1.526 2.297
O -0.075 -4.839 0.094
C 0.011 -3.522 -0.146
O -0.712 -2.703 0.422
O 0.812 -3.143 -1.086
H 0.723 -5.249 -0.395
O 2.470 4.344 -1.919
C 3.029 5.373 -1.284
O 2.337 6.294 -0.894
O 4.342 5.318 -1.094
H 1.577 4.591 -2.191
O 11.617 8.320 0.784
C 10.748 7.522 1.397
O 10.499 7.757 2.534
O 10.196 6.669 0.568
H 11.708 9.054 1.383
*
```

Entry from the Open Molecules 2025 dataset: 2 unconnected molecules or ions with the total composition H5N4O at a distorted geometry (ωB97M-V/def2-TZVPD).

Electronic energy = -8083.00472 eV
LUMO energy = 5.05 eV
Molecular weight = 77.1 g/mol
Kohn-Sham gap = 6.65 eV
Relative energy (zero: lowest compared OMol25 entry of this formula, charge and spin) = 342.8 kJ/mol

```
! RIJCOSX wB97M-V def2-TZVPD def2/J DEFGRID3
* xyz -1 1
N -1.756 -0.199 0.118
N 1.646 0.400 0.271
N -0.542 0.474 0.321
N 0.488 -0.332 0.270
O 0.473 -1.540 -0.190
H -2.301 -0.418 0.952
H -1.326 -1.047 -0.202
H 2.365 -0.142 -0.286
H 1.183 1.183 -0.482
H -0.230 1.622 -0.772
*
```